Here is a molecular structure, C3H6N2OS at a distorted geometry from the Open Molecules 2025 dataset. Energies are from ωB97M-V with the def2-TZVPD basis set.

Properties
Lowest unoccupied orbital energy, hartree: 0.0236
Relative energy (zero: lowest compared OMol25 entry of this formula, charge and spin), eV: 3.731

Geometry as XYZ:
```
13
Properties=species:S:1:pos:R:3:forces:R:3:lowdin_charge:R:1
C 0.824304 0.059299 -0.083901 -1.170 0.236 -0.783 -0.578
C -1.506937 0.056536 0.520236 2.280 1.668 -1.140 -0.510
C 2.209733 -0.361633 -0.301721 1.432 3.108 -3.458 -0.001
N 0.411183 1.265795 -0.058950 0.773 1.555 0.208 0.063
N -1.015523 1.289849 0.012461 1.035 -1.429 2.319 -0.089
O -0.022630 -0.890126 0.089002 -2.916 -1.367 0.783 -0.021
S -3.084931 -0.389890 -0.220264 1.152 -0.950 1.081 0.780
H -1.310739 0.058926 1.625838 -0.642 -0.727 -1.096 0.129
H 2.644686 -0.130842 0.594887 1.756 -0.020 2.342 0.050
H 2.828946 0.278072 -1.101961 -1.753 -0.897 1.722 0.140
H 2.369538 -1.329845 -0.645930 -0.246 -1.877 0.027 0.058
H -1.252481 1.698592 -0.838968 -1.448 0.095 -1.666 0.084
H -3.095152 -1.604735 0.409275 -0.254 0.606 -0.339 -0.106
```
Positions in Å, forces in eV/Å.